Density functional theory data (ωB97M-V with the def2-TZVPD basis set) for 10 unconnected molecules or ions with the total composition C18H54NO21 at a distorted geometry.

```
94
C18H54NO21, DFT ωB97M-V with the def2-TZVPD basis set
N -0.275 -0.094 0.748
O 0.026 1.125 0.774
O 0.145 -0.825 -0.145
O -1.011 -0.562 1.642
C -0.262 -2.744 -3.374
C -1.201 -1.761 -4.001
O -2.400 -1.628 -3.261
O -0.870 -4.031 -3.389
H -0.038 -2.458 -2.339
H 0.716 -2.687 -3.871
H -1.399 -2.087 -5.034
H -0.677 -0.808 -4.125
H -2.618 -0.695 -3.214
H -0.190 -4.670 -3.160
C -3.548 1.825 0.099
C -3.990 0.738 1.023
O -3.588 0.994 2.355
O -4.250 3.036 0.421
H -3.780 1.514 -0.932
H -2.468 1.997 0.139
H -3.604 -0.236 0.690
H -5.074 0.624 0.956
H -2.671 0.699 2.417
H -4.278 3.577 -0.371
C -0.104 3.851 -1.778
C 0.547 4.294 -3.055
O 1.970 4.399 -2.885
O 0.060 2.467 -1.599
H -1.168 4.126 -1.842
H 0.298 4.404 -0.920
H 0.129 5.257 -3.373
H 0.323 3.575 -3.853
H 2.352 4.737 -3.699
H 0.183 2.268 -0.658
C 4.024 2.866 -0.430
C 3.453 1.475 -0.258
O 3.068 1.237 1.102
O 3.066 3.882 -0.242
H 4.513 2.942 -1.411
H 4.825 2.985 0.308
H 4.205 0.730 -0.518
H 2.581 1.369 -0.911
H 2.251 1.728 1.241
H 2.562 3.968 -1.062
C -0.213 3.500 2.903
C -1.598 3.547 2.343
O -2.553 3.738 3.375
O 0.104 2.228 3.455
H -0.065 4.283 3.648
H 0.508 3.723 2.099
H -1.797 2.627 1.782
H -1.687 4.344 1.582
H -3.429 3.590 3.005
H 0.205 1.655 2.684
C 3.038 -1.835 1.932
C 2.261 -1.598 3.221
O 0.974 -2.223 3.201
O 4.282 -1.110 2.016
H 2.488 -1.420 1.084
H 3.255 -2.896 1.814
H 2.113 -0.519 3.345
H 2.834 -1.977 4.065
H 0.420 -1.647 2.660
H 4.066 -0.254 1.621
C 3.006 0.325 -4.539
C 1.855 0.602 -3.629
O 1.861 -0.357 -2.596
O 2.832 -0.877 -5.289
H 3.913 0.169 -3.951
H 3.187 1.182 -5.198
H 0.908 0.535 -4.185
H 1.903 1.623 -3.227
H 1.209 -0.142 -1.916
H 2.371 -0.676 -6.107
C -2.460 -2.059 4.574
C -2.077 -3.243 3.705
O -0.933 -3.926 4.214
O -1.548 -0.985 4.430
H -2.407 -2.364 5.622
H -3.499 -1.750 4.386
H -1.846 -2.935 2.679
H -2.912 -3.948 3.703
H -0.186 -3.316 4.111
H -1.568 -0.720 3.506
C -1.258 -5.583 0.206
C -0.637 -4.212 0.150
O -1.545 -3.218 -0.281
O -1.737 -5.956 -1.092
H -2.098 -5.584 0.907
H -0.439 -6.242 0.512
H 0.210 -4.253 -0.560
H -0.195 -3.949 1.121
H -1.038 -2.395 -0.233
H -1.907 -6.901 -1.061
```

The calculation puts the LUMO energy at 1.764 eV. The charge is -1. Its energy relative to the best compared isomer or geometry (same formula, charge and spin) is 0.0 kcal per mole. For the largest force on an atom, the calculation gives 1.0 eV/A. The total energy is -2352.88130 Ha.